1.
This record from OMol25 describes the molecule C16H12FNO4S2 in a non-equilibrium geometry. The level of theory is ωB97M-V with the def2-TZVPD basis set.

Geometry (Å):
S 4.873 -1.616 -1.797
S -0.168 2.715 1.401
F -3.785 1.620 6.031
O 4.349 -2.988 -1.943
O -3.083 1.636 0.035
O -3.062 -0.488 0.411
O 5.936 -1.514 -0.828
N -0.389 -0.327 -1.086
C 1.001 -0.218 -1.137
C 3.621 0.554 -0.431
C 2.063 -0.991 -1.527
C 5.233 -0.887 -3.329
C -1.265 2.191 2.653
C -2.392 2.952 2.855
C -1.007 0.587 -0.262
C -1.816 0.940 4.654
C 2.498 1.406 0.045
C -1.053 1.135 3.518
C -0.121 1.445 0.175
C -2.440 0.623 0.142
C 1.198 0.915 -0.301
C 3.416 -0.525 -1.289
C -3.028 1.691 4.850
C -3.219 2.811 3.975
H 6.340 -0.877 -3.410
H -0.909 -1.136 -1.447
H -0.042 0.673 3.457
H 4.682 0.060 -3.429
H 2.630 2.226 0.720
H 4.805 -1.542 -4.045
H -4.113 3.431 3.986
H 4.633 0.713 -0.054
H -3.981 -0.369 0.639
H -1.544 0.228 5.422
H 1.776 -1.917 -1.937
H -2.590 3.894 2.332

Energy relative to the best compared isomer or geometry (same formula, charge and spin) in kcal/mol: 44.7
F_max in eV/Å: 4.351
SMILES string: CS(=O)(=O)c1ccc2c(Sc3ccc(F)cc3)c(C(=O)O)[nH]c2c1
2S+1: 1
HOMO-LUMO gap in eV: 8.25
LUMO energy in eV: -0.06
M in g/mol: 365.41

Atom charges from the Löwdin analysis, given in e for atoms 1 to 6: 0.664 1.047 0.009 -0.343 0.126 0.162

2.
This record from OMol25 describes a structure of composition C3H11N2O2 in a non-equilibrium geometry. The level of theory is ωB97M-V with the def2-TZVPD basis set.

Geometry (Å):
O 0.177 0.006 -0.153
O -1.603 1.381 -0.654
N 2.557 0.450 0.252
N 0.622 -1.060 -0.912
C -2.032 -0.362 0.983
C 1.427 0.847 0.796
C -1.437 0.133 -0.239
H 1.286 0.468 1.767
H -1.711 -1.445 1.120
H 3.154 -0.340 0.492
H 2.756 0.975 -0.623
H 1.063 1.898 0.433
H 1.039 -1.913 -0.426
H -1.587 0.187 1.882
H -3.148 -0.227 0.917
H -1.735 -0.321 -1.192
H -1.638 1.976 0.134
H 1.425 -0.663 -1.480

Energy relative to the best compared isomer or geometry (same formula, charge and spin) in kcal/mol: 126.3
F_max in eV/Å: 3.571
2S+1: 1
HOMO-LUMO gap in eV: 11.19
Total charge: +1
LUMO energy in eV: -3.20
M in g/mol: 107.13

Atom charges from the Löwdin analysis, given in e for atoms 1 to 6: -0.271 0.069 0.082 0.049 -0.009 -0.049

3.
This record from OMol25 describes a structure of composition CH3BrNO4P in a non-equilibrium geometry. The level of theory is ωB97M-V with the def2-TZVPD basis set.

Geometry (Å):
Br -0.172 -1.568 -2.099
P -1.426 0.627 -0.415
O 0.776 -1.074 1.147
O -2.284 -0.368 0.665
O -0.912 1.993 0.499
O 2.344 0.082 -0.045
N 0.094 -0.113 -0.958
C 1.026 -0.411 0.134
H -0.278 2.493 -0.066
H -2.103 -1.319 0.526
H 2.935 -0.343 0.611

F_max in eV/Å: 3.489
2S+1: 1
HOMO-LUMO gap in eV: 8.44
LUMO energy in eV: -0.80
M in g/mol: 203.92

Atom charges from the Löwdin analysis, given in e for atoms 1 to 6: 0.725 0.811 0.065 -0.302 -0.292 0.053

4.
This record from OMol25 describes a cluster of 2 separate species, C5H16N2O2 in total in a non-equilibrium geometry. The level of theory is ωB97M-V with the def2-TZVPD basis set.

Geometry (Å):
O 1.000 -2.243 1.302
O -1.530 2.540 1.267
N -1.843 0.010 -2.257
N -0.100 0.663 -0.657
C 0.526 -0.659 -0.461
C -0.764 0.926 -1.908
C 1.996 -0.725 -0.760
C 0.284 -1.094 1.043
C 0.579 0.076 2.020
H -1.298 1.891 -1.936
H 1.686 -2.192 1.966
H 2.464 -1.586 -0.313
H 0.416 1.460 -0.280
H -2.129 2.093 1.877
H -0.373 0.372 2.470
H 2.210 -0.784 -1.834
H 2.609 0.085 -0.368
H 1.107 0.985 1.697
H -0.774 -1.381 1.237
H -1.028 1.905 0.784
H 0.031 0.897 -2.686
H -2.446 -0.220 -1.468
H -1.567 -0.921 -2.562
H -0.064 -1.171 -1.228
H 1.280 -0.357 2.749

Energy relative to the best compared isomer or geometry (same formula, charge and spin) in kcal/mol: 8.1
F_max in eV/Å: 2.240
2S+1: 2
HOMO-LUMO gap (alpha / beta) in eV: 11.93 / 6.41
Total charge: +1
LUMO energy (alpha / beta) in eV: -2.88 / -8.14
M in g/mol: 136.19
Expectation value of S²: 0.75

Atom charges from the Löwdin analysis, given in e for atoms 1 to 6: 0.003 -0.019 0.059 0.147 -0.259 -0.210

5.
This record from OMol25 describes a structure of composition C27H38ClF7GaO19 in a non-equilibrium geometry. The level of theory is ωB97M-V with the def2-TZVPD basis set.

Geometry (Å):
Ga 1.302 3.552 1.466
Cl -0.494 4.577 0.416
F 2.179 -4.855 3.927
F -0.854 -8.436 0.913
F 5.098 -4.934 -1.669
F -3.138 1.839 -7.460
F -3.269 7.088 -2.211
F 4.754 4.534 2.453
F -3.567 -3.147 -1.461
O -3.173 2.513 -3.065
O -3.297 -1.181 1.358
O 2.291 -2.887 -0.052
O 4.256 -6.300 -3.259
O -3.582 -2.737 2.965
O -0.973 -5.848 3.182
O -6.780 4.371 -2.079
O 0.621 2.533 2.901
O 2.535 -4.125 1.820
O -4.755 4.174 -1.119
O -0.585 -6.193 1.012
O 2.086 -5.814 -3.096
O -3.412 1.849 -5.216
O 2.744 -7.530 -4.399
O -5.274 6.047 -2.206
O -0.743 -4.084 1.805
O 1.663 -2.077 1.950
O -3.814 -3.275 0.782
O -2.788 3.944 -4.756
C 2.165 -3.007 1.123
C 2.554 -3.772 3.192
C 2.265 3.221 -1.283
C -0.773 2.503 3.076
C 2.413 5.064 2.245
C -3.559 -2.424 1.822
C 2.997 -6.639 -3.657
C 3.448 1.100 2.866
C -4.103 6.336 -1.451
C 2.190 2.431 0.029
C -0.772 -5.256 1.981
C -1.414 1.548 2.088
C -3.220 -1.241 -0.070
C -0.339 -7.429 1.659
C -5.705 4.811 -1.823
C 3.524 1.831 0.442
C 2.764 -4.969 -2.150
C -3.574 2.584 -6.414
C -2.704 3.796 -6.175
C -3.550 4.963 -1.164
C -4.026 -2.481 -0.372
C 4.181 -5.012 -2.664
C 1.543 -2.655 3.253
C 3.807 5.242 1.669
C -1.070 -7.259 2.970
C 3.334 0.654 1.408
C -3.124 2.742 -4.224
H 2.740 4.194 -1.166
H 3.513 0.264 3.559
H 4.219 2.540 0.888
H -3.004 4.906 -0.227
H 2.489 4.959 3.324
H -2.913 4.606 -1.967
H 1.254 3.422 -1.623
H -1.109 0.530 2.314
H -1.669 3.606 -6.462
H 2.561 1.668 3.145
H 1.520 1.594 -0.168
H 4.414 -4.258 -3.417
H -3.062 4.691 -6.677
H -2.119 -7.544 2.880
H -5.096 -2.306 -0.493
H 4.118 6.284 1.736
H 4.021 1.455 -0.462
H 2.781 2.619 -2.033
H -1.065 1.760 1.079
H 0.531 -3.032 3.382
H 4.153 -0.046 1.225
H -2.178 -1.353 -0.374
H 2.686 -5.401 -1.153
H -0.615 -7.804 3.792
H 1.757 -1.919 4.024
H 3.898 4.874 0.651
H -3.630 -0.339 -0.517
H 3.568 -3.488 3.478
H 2.415 0.117 1.211
H -4.632 2.807 -6.557
H -2.503 1.590 2.071
H 1.879 5.998 2.077
H 4.294 1.765 2.993
H -0.959 2.100 4.080
H 2.338 -3.974 -2.137
H -4.382 6.910 -0.566
H -1.232 3.495 3.050
H 0.738 -7.574 1.755

F_max in eV/Å: 1.279
2S+1: 1
HOMO-LUMO gap in eV: 6.91
Total charge: -1
LUMO energy in eV: 1.93
M in g/mol: 904.74

Atom charges from the Löwdin analysis, given in e for atoms 1 to 6: 0.220 0.166 0.065 0.076 0.075 0.071

6.
This record from OMol25 describes a structure of composition C21H34O5Pb in a non-equilibrium geometry. The level of theory is ωB97M-V with the def2-TZVPD basis set.

Geometry (Å):
Pb 0.280 2.328 1.636
O -2.128 2.932 1.081
O -1.976 6.331 1.862
O -0.427 4.689 2.025
O -1.088 0.896 2.411
O -3.069 0.091 2.975
C 1.902 -1.739 -0.128
C -1.566 0.999 -2.145
C 0.524 -1.925 -0.183
C -1.448 -0.375 -1.495
C -0.597 -2.395 1.834
C -0.146 -3.087 0.481
C 3.533 0.129 -0.728
C 4.192 -0.597 -1.985
C 0.852 -4.197 0.891
C 2.186 -0.425 -0.572
C -2.398 0.938 2.469
C -2.434 4.300 0.800
C 0.990 0.338 -0.977
C 3.585 1.654 -0.850
C -1.491 5.160 1.594
C -0.106 -0.491 -0.848
C -2.600 -0.506 -0.491
C -1.521 -1.380 -2.624
C -1.317 -3.765 -0.236
C -3.082 2.176 1.867
C 4.395 -0.228 0.481
H 4.617 2.007 -1.061
H 0.252 -2.127 2.476
H 4.242 -1.639 -1.774
H 4.346 -1.279 0.830
H -2.527 -1.376 -3.044
H -3.873 1.785 1.160
H 5.411 0.027 0.226
H -1.322 -2.383 -2.307
H -1.228 -3.066 2.417
H 1.345 -4.673 0.086
H -2.165 -3.101 -0.542
H 3.220 2.197 0.016
H -0.851 1.115 -2.937
H 2.985 1.966 -1.683
H 0.309 -4.956 1.443
H -0.972 -4.257 -1.129
H -2.350 4.497 -0.285
H -2.546 0.385 0.117
H -1.456 1.818 -1.412
H -3.453 4.552 1.075
H -2.421 -1.378 0.112
H -1.428 6.796 2.511
H -2.580 1.102 -2.535
H -1.104 -1.437 1.690
H 5.172 -0.154 -2.084
H -0.774 -1.074 -3.368
H -3.513 2.783 2.646
H 3.594 -0.403 -2.912
H -3.579 -0.553 -0.965
H -1.810 -4.470 0.400
H 2.636 -2.429 0.174
H 1.053 1.353 -1.345
H 4.109 0.372 1.326
H 1.618 -3.854 1.533

F_max in eV/Å: 2.765
2S+1: 1
HOMO-LUMO gap in eV: 7.14
Total charge: +2
LUMO energy in eV: -8.47
M in g/mol: 573.70

Atom charges from the Löwdin analysis, given in e for atoms 1 to 6: 1.672 -0.297 0.228 -0.078 -0.296 0.152

no.,calculated total energy (eV)
1,-50852.50736
2,-10354.27541
3,-90096.66508
4,-12510.09381
5,-151443.56668
6,-37796.96323